The following is a DFT calculation (ωB97M-V with the def2-TZVPD basis set) of a structure of composition C9H18INO3V at a distorted geometry.

Summary:
2S+1: 2
Gap between HOMO and LUMO (alpha / beta), eV: 7.8 / 5.8
Molar mass, g/mol: 366.1
Lowest unoccupied orbital energy (alpha / beta), eV: -0.694 / -2.713
HOMO energy (alpha / beta), eV: -8.54 / -8.53

Structure (XYZ):
```
33
Properties=species:S:1:pos:R:3:forces:R:3
O -7.472926 24.945897 18.168992 -0.5 -0.2 -0.5
V -6.850221 25.029594 19.581240 1.7 0.4 0.7
O -6.777667 26.605885 19.915038 -0.2 -1.9 0.1
I -4.209567 23.923373 19.095255 -1.6 0.7 0.5
C -6.328817 24.861275 22.812058 0.8 -1.4 0.7
C -7.867770 24.524167 23.030356 1.2 3.4 1.2
C -8.466702 25.826877 23.783199 -1.0 -0.4 0.0
C -10.009719 25.943726 23.688040 0.2 0.3 -1.6
C -10.471221 26.068439 22.139409 0.4 -1.9 1.7
C -10.046326 24.675535 21.406772 -1.6 2.1 1.8
N -8.538133 24.507557 21.707598 0.5 -4.7 -3.0
O -7.931605 23.480154 20.860019 -1.5 4.5 1.7
C -10.370965 24.902711 19.941129 2.0 -1.6 -0.6
C -10.942143 23.495329 21.928704 0.8 0.0 0.1
C -8.086384 23.277364 23.949749 -0.9 -0.4 -2.0
H -5.733667 24.455526 21.993980 -1.0 0.3 -1.5
H -5.709168 24.205733 23.423947 -0.5 0.0 1.3
H -5.929144 25.851733 23.029662 -0.8 0.2 -0.2
H -8.114008 26.811459 23.476122 0.6 -0.4 -0.9
H -8.175919 25.834637 24.833668 0.1 -0.6 0.1
H -10.344609 26.782688 24.298039 0.1 0.3 -0.3
H -10.516962 25.089403 24.136299 0.0 -0.2 -0.2
H -10.178759 26.934146 21.545176 1.0 0.0 0.4
H -11.552976 26.200007 22.114999 -0.2 -0.7 0.0
H -11.369108 25.258171 19.685292 0.3 0.4 0.6
H -10.260948 23.943832 19.434640 -0.2 -0.2 -0.2
H -9.533229 25.455032 19.515428 -0.6 0.8 -0.3
H -10.747632 22.569446 21.387403 0.1 0.1 -0.3
H -11.988765 23.756191 21.771762 0.1 0.2 -0.1
H -10.827440 23.217008 22.976311 0.1 0.4 0.1
H -8.528346 23.536662 24.911792 0.5 0.0 0.0
H -7.249249 22.579332 23.957192 0.3 0.6 0.5
H -8.821819 22.662525 23.430881 -0.3 -0.1 0.2
```
Forces are in eV/Å.